No. 1
Here is a single C19H25N3O4S2 molecule from the OMol25 dataset. Energies are from the ωB97M-V functional and the def2-TZVPD basis.

Computed properties:
- orbital gap (eV) = 8.701
- relative energy (zero: lowest compared OMol25 entry of this formula, charge and spin) (kcal per mole) = 2.0
- SMILES = CC(C)(C)NC(=O)CN(Cc1cccs1)C(=O)CNS(=O)(=O)c1ccccc1
- maximum force (eV/A) = 0.91
- LUMO level (eV) = 0.296
- total energy (eV) = -54440.290

The geometry in XYZ format:
```
53
Properties=species:S:1:pos:R:3:forces:R:3:nbo_charge:R:1
C -1.56352 2.56959 -2.13343 -0.03 -0.15 0.22 -0.615
C -1.80564 1.98738 -0.74195 -0.18 0.22 0.17 0.125
C -0.89249 2.66289 0.28648 -0.16 -0.14 -0.07 -0.621
C -3.27129 2.15659 -0.33745 0.18 -0.04 0.02 -0.621
N -1.48643 0.55899 -0.82173 0.05 0.26 -0.48 -0.644
C -1.56943 -0.29661 0.20905 -0.01 -0.52 -0.24 0.676
O -1.98163 -0.02012 1.31691 0.04 0.16 0.17 -0.637
C -1.12194 -1.73055 -0.15169 -0.01 0.36 0.08 -0.325
N -0.40146 -2.36388 0.92986 -0.38 -0.21 -0.11 -0.416
C -1.11830 -3.34348 1.74070 0.12 -0.13 0.15 -0.257
C -2.28344 -2.73838 2.44694 -0.01 0.00 0.32 -0.209
C -3.59662 -2.77918 2.08792 0.32 -0.14 0.01 -0.254
C -4.42899 -2.04683 2.96094 -0.12 0.18 0.14 -0.262
C -3.73175 -1.45901 3.96554 0.30 0.04 0.08 -0.403
S -2.05178 -1.78706 3.86990 -0.39 -0.31 -0.28 0.473
C 0.85379 -2.02920 1.27771 0.31 0.23 -0.31 0.677
O 1.45409 -2.53565 2.20601 0.26 0.03 0.24 -0.620
C 1.55458 -1.00570 0.37209 0.03 0.19 0.57 -0.326
N 1.85031 -1.62554 -0.90191 0.12 0.35 -0.83 -0.858
S 2.09107 -0.63043 -2.21273 -0.14 -0.47 0.12 2.327
O 0.88045 0.13102 -2.37531 0.36 0.22 0.21 -0.975
O 2.51509 -1.47498 -3.28522 0.35 -0.02 0.18 -0.923
C 3.41062 0.47141 -1.73115 -0.53 -0.31 -0.20 -0.366
C 4.70946 0.00755 -1.79551 0.20 -0.10 -0.05 -0.128
C 5.73929 0.83197 -1.37302 -0.06 -0.08 -0.01 -0.223
C 5.45386 2.10033 -0.89006 -0.01 0.04 0.01 -0.185
C 4.14541 2.55447 -0.83423 0.01 -0.03 0.00 -0.193
C 3.11338 1.73263 -1.25740 -0.16 0.15 0.02 -0.195
H -2.26043 2.14020 -2.84918 -0.08 -0.04 -0.12 0.214
H -1.70096 3.64752 -2.11996 -0.02 0.10 0.01 0.216
H -0.55168 2.34590 -2.46521 0.13 0.05 -0.07 0.217
H -1.03840 2.20782 1.26239 0.02 0.00 0.09 0.240
H -1.12237 3.72266 0.35573 0.00 0.15 -0.01 0.210
H 0.15081 2.54924 -0.00192 0.15 0.02 -0.05 0.192
H -3.53013 3.21135 -0.30550 -0.04 0.16 -0.02 0.206
H -3.43634 1.72131 0.64366 -0.06 0.01 0.06 0.242
H -3.91866 1.65709 -1.05436 -0.08 -0.03 -0.10 0.208
H -0.93596 0.29074 -1.62813 -0.09 -0.15 0.20 0.433
H -0.51833 -1.73112 -1.06180 -0.17 -0.06 0.04 0.230
H -2.03006 -2.31223 -0.32849 0.09 0.07 -0.06 0.237
H -0.39228 -3.73371 2.45865 -0.15 -0.07 -0.21 0.260
H -1.45967 -4.15534 1.08827 0.02 0.06 0.11 0.206
H -3.96391 -3.32130 1.23322 0.00 -0.13 -0.18 0.214
H -5.49421 -1.96146 2.84018 -0.18 0.04 0.03 0.221
H -4.10481 -0.84506 4.76113 -0.13 0.12 0.15 0.232
H 2.46194 -0.67322 0.89341 -0.23 -0.05 -0.04 0.221
H 0.91800 -0.14301 0.17656 -0.01 0.06 0.12 0.231
H 2.53360 -2.36455 -0.85324 0.20 -0.16 -0.13 0.413
H 4.89474 -0.97928 -2.18977 0.13 -0.11 -0.05 0.229
H 6.76071 0.48692 -1.41949 0.08 -0.04 -0.02 0.224
H 6.25752 2.74053 -0.55896 0.07 0.05 0.03 0.222
H 3.92931 3.54437 -0.46281 -0.03 0.08 0.02 0.223
H 2.08487 2.05646 -1.24161 -0.11 0.11 0.03 0.239
```
Forces are in eV/Å.


No. 2
Here is a single C19H25NO molecule from the OMol25 dataset. Energies are from the ωB97M-V functional and the def2-TZVPD basis.

Computed properties:
- orbital gap (eV) = 8.882
- relative energy (zero: lowest compared OMol25 entry of this formula, charge and spin) (kcal per mole) = 13.8
- SMILES = COc1ccc(CC[C@@H](C)N(C)Cc2ccccc2)cc1
- maximum force (eV/A) = 0.44
- LUMO level (eV) = 0.903
- total energy (eV) = -23645.989

The geometry in XYZ format:
```
46
Properties=species:S:1:pos:R:3:forces:R:3:nbo_charge:R:1
C -6.36945 -0.26919 0.80058 -0.16 0.13 0.05 -0.251
O -5.26087 -1.06260 0.45934 0.29 -0.13 -0.10 -0.495
C -4.11031 -0.43883 0.06924 0.11 -0.02 -0.03 0.293
C -3.93575 0.93613 -0.01465 -0.38 -0.11 0.15 -0.306
C -2.71728 1.45263 -0.42654 0.20 -0.12 -0.07 -0.186
C -1.65825 0.62705 -0.76540 -0.06 0.21 -0.15 -0.056
C -0.32720 1.18816 -1.17579 0.05 -0.03 0.34 -0.405
C 0.65947 1.11901 -0.00574 0.26 -0.01 -0.35 -0.420
C 2.06240 1.63451 -0.37978 -0.12 0.26 0.11 -0.036
C 2.11411 3.16504 -0.34863 0.00 -0.29 -0.17 -0.611
N 3.14456 1.10167 0.43833 0.27 -0.08 0.01 -0.446
C 2.90739 1.11447 1.86303 -0.02 -0.02 -0.07 -0.415
C 3.74657 -0.12843 -0.05498 0.00 0.14 -0.02 -0.229
C 2.82490 -1.32265 -0.13451 0.10 -0.05 -0.03 -0.052
C 2.19200 -1.64845 -1.32901 0.07 0.02 0.04 -0.174
C 1.29712 -2.70135 -1.39319 -0.05 -0.06 -0.08 -0.222
C 1.01811 -3.44511 -0.25864 -0.07 -0.06 -0.03 -0.225
C 1.65511 -3.14168 0.93208 -0.04 -0.05 0.11 -0.204
C 2.55752 -2.09390 0.99129 0.03 0.02 -0.04 -0.212
C -1.84250 -0.74967 -0.67469 -0.12 0.05 0.02 -0.141
C -3.04659 -1.27808 -0.26510 -0.20 0.00 0.07 -0.266
H -7.16012 -0.96720 1.07197 0.02 0.09 -0.01 0.199
H -6.70287 0.34256 -0.04448 0.02 -0.01 0.04 0.174
H -6.15310 0.38051 1.65534 -0.01 -0.01 -0.04 0.174
H -4.73478 1.61653 0.23585 -0.09 0.02 0.03 0.216
H -2.59828 2.52551 -0.48587 0.02 0.11 -0.02 0.206
H -0.44519 2.22243 -1.50258 0.00 0.01 -0.10 0.204
H 0.07264 0.60699 -2.01021 0.04 0.05 -0.07 0.205
H 0.26327 1.69756 0.83149 -0.03 -0.02 0.09 0.202
H 0.73031 0.07796 0.31383 -0.06 0.02 0.07 0.217
H 2.27878 1.32061 -1.40675 -0.02 -0.03 0.01 0.190
H 1.81766 3.54838 0.62413 -0.05 0.07 0.13 0.199
H 1.44504 3.57926 -1.09782 -0.12 0.14 -0.05 0.205
H 3.12585 3.50102 -0.55871 0.07 0.06 -0.04 0.219
H 2.15008 0.39336 2.20076 -0.02 0.02 0.05 0.171
H 2.58743 2.11118 2.15931 -0.03 0.04 0.12 0.201
H 3.84587 0.89481 2.37351 -0.01 0.00 0.09 0.198
H 4.58826 -0.35746 0.60555 0.01 -0.02 -0.08 0.203
H 4.14754 0.08653 -1.05097 0.03 -0.09 0.05 0.198
H 2.40597 -1.07336 -2.21930 0.04 0.08 -0.09 0.202
H 0.81669 -2.94340 -2.33079 -0.04 -0.02 -0.07 0.213
H 0.31303 -4.26202 -0.30466 -0.05 -0.07 0.00 0.215
H 1.45199 -3.72646 1.81759 -0.01 -0.05 0.06 0.214
H 3.06533 -1.87720 1.92026 0.05 0.04 0.09 0.211
H -1.02810 -1.41254 -0.92922 0.08 -0.07 -0.01 0.205
H -3.19434 -2.34430 -0.19548 -0.02 -0.14 0.01 0.220
```
Forces are in eV/Å.


No. 3
Here is a molecular structure, C19H26AlBr3ClF15N2O10P2S2 in a non-equilibrium geometry from the OMol25 dataset. Energies are from the ωB97M-V functional and the def2-TZVPD basis.

Computed properties:
- orbital gap (eV) = 2.088
- maximum force (eV/A) = 2.70
- LUMO level (eV) = -6.165
- total energy (eV) = -353816.797

The geometry in XYZ format:
```
81
Properties=species:S:1:pos:R:3:forces:R:3:lowdin_charge:R:1
C 7.54814 -1.00914 0.36907 -0.59 -0.35 -0.25 -0.005
C 6.21598 -1.51649 -0.10980 1.30 0.68 0.94 -0.239
N 6.19449 -2.54884 -0.93193 -0.06 -0.56 -0.58 0.152
C 5.05013 -3.06676 -1.41163 1.14 -1.26 -0.90 -0.042
C 3.87621 -2.56918 -1.02778 -1.50 0.78 0.53 -0.050
C 3.85702 -1.48872 -0.12810 -1.69 0.77 -0.46 -0.085
C 2.55484 -0.88798 0.43885 -1.22 0.83 1.36 -0.552
O 2.42638 -0.85571 1.63391 0.22 -1.38 -0.84 0.081
O 1.55368 -0.34865 -0.34707 1.63 -1.80 -0.75 0.031
C 5.03534 -0.93382 0.32209 0.27 0.49 0.13 -0.252
P 5.05808 0.50432 1.47982 0.50 0.93 -1.41 0.542
S 3.53991 1.67015 1.11142 0.02 1.06 -0.19 0.512
H 7.48617 -0.96178 1.45831 0.29 0.12 -0.04 0.098
H 8.36546 -1.65962 0.05996 0.02 0.08 0.05 0.095
H 7.67858 -0.00433 -0.03470 0.23 -0.02 0.13 0.096
H 7.06497 -2.97589 -1.22528 0.07 0.11 0.06 0.188
H 5.13753 -3.89500 -2.10138 0.08 -0.02 0.05 0.150
H 2.97970 -3.03128 -1.42342 -0.14 0.01 0.28 0.114
H 0.78330 -0.32225 0.24559 -0.12 0.59 0.04 0.138
H 5.16981 -0.00510 2.90337 -1.88 -0.15 1.94 0.012
H 6.24765 1.21785 1.16350 -0.13 -0.41 -0.45 -0.011
C 0.97849 -3.23191 -4.29907 0.05 -0.33 -0.26 -0.162
C 1.98259 -4.25822 -4.57988 0.66 -0.58 -0.14 -0.261
N 2.79154 -5.05242 -4.80090 -0.60 0.78 0.28 0.170
H -0.02432 -3.65858 -4.29642 -0.06 0.15 0.10 0.127
H 1.17753 -2.79668 -3.30777 -0.55 -0.49 0.14 -0.035
H 1.02233 -2.44999 -5.06618 -0.29 -0.08 -0.11 0.042
O 1.30954 3.83269 2.55979 0.23 -0.26 -0.07 -0.304
Cl 0.34639 3.60918 1.50488 -0.65 0.52 -0.01 0.603
O -0.50926 4.74154 1.38424 0.16 -0.02 0.07 -0.269
O -0.44171 2.43765 1.80407 0.19 -0.57 -0.14 -0.398
O 1.05391 3.38201 0.26079 0.31 -0.33 -0.13 -0.371
C -1.78586 2.30341 5.51568 0.11 0.41 0.21 -1.601
Br -3.25549 2.21259 6.75796 0.06 -0.08 -0.13 0.595
Br -1.84118 0.84417 4.24121 0.01 -0.03 0.02 0.712
Br -1.68440 4.00253 4.63399 -0.16 -0.22 -0.06 0.736
H -0.87734 2.18347 6.08900 -0.01 -0.11 -0.04 -0.024
F -1.67312 8.61878 0.99624 -0.19 -0.11 -0.77 -0.221
P -2.98138 7.95817 1.76088 -0.06 0.14 -0.03 0.351
F -3.51535 9.51570 1.89360 0.69 0.39 -0.19 -0.221
F -3.69026 7.99521 0.26806 -0.48 0.55 0.02 -0.225
F -3.47509 6.38984 1.58910 0.58 -0.41 0.16 -0.226
F -3.81143 7.91398 3.19083 -0.40 -0.73 -0.08 -0.223
F -1.73246 7.31671 2.61822 -0.14 0.06 0.93 -0.224
C -2.30523 -3.76320 2.82717 0.11 0.16 0.61 -0.042
C -1.73365 -4.41176 1.54672 -0.75 -0.19 0.39 -0.434
C -1.11643 -3.48181 0.49974 0.14 0.31 -0.24 -0.302
F -2.01786 -2.61884 0.00819 -0.15 0.07 0.06 0.100
F -0.65790 -4.20143 -0.56435 0.18 -0.29 -0.02 0.064
F -2.68333 -5.18482 0.97954 0.07 0.06 -0.26 0.134
F -0.73477 -5.25082 1.94712 0.26 0.19 -0.06 0.102
O -3.71023 -3.54102 2.89411 0.02 0.04 -0.96 0.048
C -4.27335 -2.38614 2.37494 0.73 -0.21 0.87 -0.536
C -5.23681 -2.68847 1.22354 -0.40 -0.04 -0.23 -0.282
F -4.61180 -3.33374 0.21614 0.18 -0.02 0.05 0.092
F -5.72926 -1.53418 0.72368 0.07 0.06 0.14 0.104
F -3.32282 -1.49818 2.02960 -0.08 0.05 -0.30 0.127
F -4.98355 -1.82208 3.36811 -0.25 0.01 -0.12 0.156
H -2.12345 -4.49010 3.61769 0.00 -0.05 -0.09 0.151
H -1.74374 -2.87680 3.12317 0.02 0.05 -0.15 0.125
H -0.27066 -2.91099 0.89491 -0.04 -0.14 0.28 0.163
H -6.06418 -3.30973 1.57135 0.04 0.02 0.13 0.176
Al 2.37250 -1.05148 -3.56590 0.07 1.06 0.16 1.119
C -3.47618 2.25315 -4.13505 0.18 0.01 0.17 -0.202
C -2.12328 2.94057 -4.36039 -0.11 0.05 -0.10 -0.197
C -1.03304 1.96570 -3.89841 0.09 0.34 0.01 -0.218
S -1.71596 0.31873 -4.11514 -0.42 0.70 -0.10 0.645
O -1.85475 -0.29803 -2.81878 0.43 -0.43 -0.11 -0.322
O -1.00744 -0.36082 -5.19232 0.48 -0.40 0.38 -0.377
C -3.32375 0.83701 -4.68683 -0.31 0.16 -0.11 -0.224
H -4.28677 2.78586 -4.62792 0.00 -0.03 0.00 0.123
H -3.69760 2.21545 -3.06658 -0.04 -0.01 -0.02 0.129
H -1.99725 3.15754 -5.42322 0.01 -0.03 0.00 0.119
H -2.05564 3.88505 -3.82398 0.03 -0.03 0.04 0.128
H -0.12570 2.05923 -4.49281 0.01 -0.12 0.02 0.097
H -0.80054 2.09478 -2.84145 -0.06 -0.10 0.04 0.112
H -4.08163 0.14572 -4.32466 0.13 -0.12 0.03 0.113
H -3.30478 0.83608 -5.77684 0.07 -0.05 0.00 0.110
O -0.89079 -2.32624 5.65096 -0.26 0.06 -0.31 -0.115
H -0.58699 -1.42589 5.47624 0.25 0.26 0.03 -0.101
F 4.12153 0.15010 3.57856 1.40 -0.57 0.35 -0.430
```
Forces are in eV/Å.


No. 4
Here is a molecular structure, C19H26As2F9O3Se2W in a non-equilibrium geometry from the OMol25 dataset. Energies are from the ωB97M-V functional and the def2-TZVPD basis.

Computed properties:
- total charge = +1
- orbital gap (alpha / beta) (eV) = 6.587 / 6.556
- relative energy (zero: lowest compared OMol25 entry of this formula, charge and spin) (kcal per mole) = 3.7
- maximum force (eV/A) = 1.02
- LUMO level (alpha / beta) (eV) = -4.096 / -4.063
- total energy (eV) = -304915.653

The geometry in XYZ format:
```
62
Properties=species:S:1:pos:R:3:forces:R:3:nbo_charge:R:1
W -0.12454 -0.66814 -0.25437 0.96 0.33 0.10 0.478
O -1.56927 2.02076 3.94142 0.00 0.03 -0.02 -0.732
C -1.41242 0.62126 3.76808 0.00 -0.05 -0.04 -0.060
C -2.53127 0.13097 2.85611 -0.08 -0.02 0.05 -0.144
C -3.86516 0.26765 3.63221 0.05 0.03 0.03 -0.056
O -4.98417 -0.13367 2.86373 0.02 -0.02 -0.06 -0.719
C -2.38469 -1.35694 2.54179 0.13 -0.05 0.02 -0.540
Se -0.70054 -1.97196 1.71045 -0.16 0.26 -0.11 0.059
C -2.66156 0.99013 1.60229 0.06 0.08 0.10 -0.574
Se -1.06047 1.38361 0.53199 -0.29 -0.39 -0.24 0.187
H -0.90455 2.34744 4.55395 -0.01 -0.01 0.02 0.482
H -1.47264 0.09103 4.72642 0.00 0.00 0.00 0.177
H -0.44235 0.39094 3.31307 0.00 0.01 0.01 0.168
H -3.96652 1.29383 3.99122 0.00 0.00 -0.02 0.195
H -3.82356 -0.39161 4.50290 -0.01 0.01 0.01 0.182
H -5.39130 0.63583 2.45743 -0.02 0.01 0.04 0.477
H -3.20758 -1.68477 1.91073 0.02 0.00 -0.03 0.250
H -2.42534 -1.92790 3.47049 -0.01 -0.01 -0.01 0.232
H -3.03607 1.97795 1.86976 0.03 0.01 0.01 0.245
H -3.36130 0.52869 0.90703 0.02 0.01 -0.03 0.238
C 2.21892 0.05429 -3.27992 -0.05 0.03 0.03 -0.933
As 1.25269 0.96423 -1.86133 -0.40 0.07 0.04 1.064
C 0.27931 2.35903 -2.79433 0.15 -0.01 0.03 -0.936
C 2.64087 1.83283 -0.84296 0.04 -0.11 0.06 -0.248
C 3.18707 3.06485 -1.17412 0.01 -0.02 -0.04 -0.215
C 4.21503 3.59552 -0.40692 0.00 0.00 0.00 -0.176
C 4.70644 2.89189 0.68202 0.00 0.01 0.00 -0.180
C 4.16149 1.66138 1.02202 0.01 -0.01 0.02 -0.197
C 3.12312 1.13352 0.26572 -0.07 0.00 -0.08 -0.385
As 2.26278 -0.53116 0.76325 -0.05 -0.20 0.15 1.117
C 2.55577 -0.64368 2.67365 0.04 0.00 -0.09 -0.938
C 3.33632 -1.97386 0.01340 -0.01 0.05 0.07 -0.936
H 2.65137 0.77874 -3.96794 -0.02 0.03 0.02 0.246
H 1.52216 -0.59324 -3.80966 0.02 -0.01 -0.02 0.256
H 3.01677 -0.54589 -2.84529 -0.03 -0.01 0.01 0.238
H 0.95684 3.05374 -3.28801 0.03 -0.02 0.01 0.238
H -0.34764 2.88823 -2.08041 -0.01 0.01 -0.01 0.258
H -0.34630 1.88344 -3.54751 -0.02 -0.02 0.04 0.256
H 2.81501 3.61928 -2.02619 0.00 0.01 0.00 0.222
H 4.63247 4.56061 -0.66045 0.00 0.00 -0.01 0.234
H 5.51106 3.30509 1.27504 0.00 0.00 0.01 0.234
H 4.54608 1.13216 1.88451 0.00 0.00 0.00 0.222
H 2.01507 -1.50773 3.05287 -0.02 0.01 -0.01 0.265
H 2.16804 0.26435 3.13194 -0.02 -0.02 0.01 0.251
H 3.61656 -0.74694 2.89542 0.01 0.00 -0.03 0.242
H 4.38690 -1.69049 -0.01247 -0.01 0.04 0.02 0.253
H 2.98915 -2.19637 -0.99392 0.03 -0.01 0.00 0.242
H 3.21578 -2.85780 0.63803 -0.05 0.00 -0.01 0.256
F -2.01830 -3.31976 -4.57393 -0.01 -0.01 0.00 -0.295
C -1.15494 -3.12706 -3.58089 -0.02 0.05 -0.02 0.973
F -0.93813 -4.28616 -2.96898 0.00 -0.02 0.02 -0.295
F 0.00711 -2.71909 -4.09816 0.01 0.00 0.00 -0.307
C -1.69235 -2.05247 -2.58370 0.02 0.07 -0.23 0.003
O -0.63291 -1.62210 -1.81667 -0.21 -0.10 0.12 -0.722
C -2.79743 -2.64616 -1.66633 0.00 -0.09 0.02 0.973
F -3.80110 -3.15391 -2.36633 -0.04 -0.03 -0.07 -0.288
F -2.29779 -3.59237 -0.88301 0.07 -0.08 0.04 -0.292
F -3.27319 -1.68114 -0.86709 -0.12 0.17 0.01 -0.311
C -2.23732 -0.82134 -3.38035 0.03 0.10 0.17 0.969
F -3.40866 -1.04000 -3.95000 -0.02 -0.05 -0.02 -0.283
F -1.35758 -0.46168 -4.32331 0.01 0.00 -0.01 -0.311
F -2.36124 0.22213 -2.54436 -0.03 -0.05 -0.07 -0.309
```
Forces are in eV/Å.